(1)
Here is one molecule with the formula C19H24N2OS from the Open Molecules 2025 dataset. Energies are from ωB97M-V with the def2-TZVPD basis set.

SMILES = CCCCc1ccc(NC(=S)NCc2ccccc2OC)cc1
net charge = 0
E = -35955.92388 eV
LUMO = 0.66 eV
ΔE to the lowest compared entry with this formula, charge and spin = 13.01 kcal per mole
orbital gap = 0.3151 Ha

Each atom is followed by the atoms it is bonded to, with distances in Å.
CARTESIAN COORDINATES (ANGSTROEM)
1 H 3.1766 1.9990 0.9693  C10 1.081
2 C -3.3076 2.0287 1.7576  H36 1.079, C44 1.385, C45 1.381
3 H 5.0375 -0.2028 -2.6852  C41 1.088
4 C 4.2819 0.1743 0.8073  C10 1.389, C31 1.500, C43 1.391
5 H 6.2101 0.3630 1.6677  C31 1.094
6 H -6.6458 0.4256 -1.8094  C32 1.095
7 H 3.8734 0.6402 -1.6660  C41 1.086
8 H -2.4235 -0.6100 -1.7808  C27 1.095
9 N -0.6966 -0.2231 -0.6813  H23 1.008, C27 1.445, C34 1.344
10 C 3.1152 0.9249 0.8661  H1 1.081, C4 1.389, C47 1.383
11 H -5.3621 2.1969 2.3280  C45 1.080
12 C 1.7618 -1.0558 0.6698  N24 1.395, C30 1.395, C47 1.393
13 H 2.8574 -2.8934 0.5789  C30 1.080
14 H 6.5122 -0.3670 -0.7130  C35 1.092
15 H 5.5417 2.4595 -1.2699  C46 1.092
16 H -6.3035 -1.0473 -0.8533  C32 1.094
17 H 5.0581 -1.8186 0.7047  C43 1.080
18 H -1.6676 0.9763 -2.0535  C27 1.093
19 O -4.6367 -0.0473 -1.5757  C32 1.407, C33 1.362
20 H 4.3985 1.3623 -3.1877  C41 1.088
21 H 6.6751 1.6420 -2.3412  C46 1.093
22 H 0.9839 0.9346 0.9102  C47 1.079
23 H 0.1699 0.2313 -0.9225  N9 1.008
24 N 0.5354 -1.7186 0.6147  C12 1.395, C34 1.364, H37 1.011
25 H -6.0272 -1.0382 -2.6121  C32 1.089
26 H 5.5200 1.8850 1.0976  C31 1.092
27 C -1.9228 0.2336 -1.2936  H8 1.095, N9 1.445, H18 1.093, C40 1.510
28 S -1.9830 -2.2816 0.3456  C34 1.653
29 H -6.2030 0.9715 0.3956  C39 1.079
30 C 2.9307 -1.8177 0.6485  C12 1.395, H13 1.080, C43 1.379
31 C 5.6329 0.8249 0.8614  C4 1.500, H5 1.094, H26 1.092, C35 1.535
32 C -5.9817 -0.4391 -1.7038  H6 1.095, H16 1.094, O19 1.407, H25 1.089
33 C -4.2586 0.6250 -0.4528  O19 1.362, C39 1.390, C40 1.402
34 C -0.6568 -1.3316 0.0780  N9 1.344, N24 1.364, S28 1.653
35 C 6.4399 0.6867 -0.4374  H14 1.092, C31 1.535, H38 1.093, C46 1.530
36 H -2.9352 2.5721 2.6126  C2 1.079
37 H 0.5173 -2.6594 0.9853  N24 1.011
38 H 7.4520 1.0452 -0.2340  C35 1.093
39 C -5.1402 1.1238 0.4985  H29 1.079, C33 1.390, C45 1.385
40 C -2.8803 0.8215 -0.2846  C27 1.510, C33 1.402, C44 1.383
41 C 4.7220 0.7760 -2.3300  H3 1.088, H7 1.086, H20 1.088, C46 1.524
42 H -1.3641 1.6745 0.9452  C44 1.080
43 C 4.1661 -1.2095 0.7188  C4 1.391, H17 1.080, C30 1.379
44 C -2.4264 1.5258 0.8155  C2 1.385, C40 1.383, H42 1.080
45 C -4.6630 1.8195 1.5965  C2 1.381, H11 1.080, C39 1.385
46 C 5.8723 1.4784 -1.6178  H15 1.092, H21 1.093, C35 1.530, C41 1.524
47 C 1.8697 0.3267 0.8057  C10 1.383, C12 1.393, H22 1.079

=====

(2)
Here is a 4-piece molecular cluster, C3H11NO3 overall at a distorted geometry from the Open Molecules 2025 dataset. Energies are from ωB97M-V with the def2-TZVPD basis set.

SMILES = C=CN=C.O.O.O
net charge = 0
E = -10919.77180 eV
LUMO = -0.01 eV
ΔE to the lowest compared entry with this formula, charge and spin = 74.57 kcal per mole
orbital gap = 0.3463 Ha

Each atom is followed by the atoms it is bonded to, with distances in Å.
CARTESIAN COORDINATES (ANGSTROEM)
1 O -3.0080 0.0386 0.2677  H6 0.965, H15 0.973
2 O -0.7598 -1.7951 0.1743  H10 0.952, H14 0.970
3 H 0.1553 2.5363 1.1870  C17 1.095
4 H -0.5373 0.0037 -1.9169  O12 0.969
5 H 0.5058 0.8002 1.7541  C17 1.090
6 H -3.0825 0.6619 1.0003  O1 0.965
7 C 2.0504 -0.9027 -0.6412  H11 1.090, H13 1.085, C16 1.328
8 H -0.1954 1.2300 -1.1785  O12 0.968
9 H 2.6189 0.1701 1.1564  C16 1.087
10 H -0.9107 -2.7126 -0.0275  O2 0.952
11 H 2.5954 -1.8225 -0.4302  C7 1.090
12 O -0.9782 0.7550 -1.4929  H4 0.969, H8 0.968
13 H 1.1482 -1.1425 -1.1943  C7 1.085
14 H -1.5767 -1.3248 0.4040  O2 0.970
15 H -2.3472 0.3830 -0.3573  O1 0.973
16 C 2.1870 0.1486 0.1588  C7 1.328, H9 1.087, N18 1.456
17 C 0.7895 1.6457 1.1276  H3 1.095, H5 1.090, N18 1.289
18 N 1.3453 1.3270 0.0087  C16 1.456, C17 1.289